[1]
Density functional theory data (ωB97M-V/def2-TZVPD) for 5 unconnected molecules or ions with the total composition C21H33BBrFNO17 in a non-equilibrium geometry.

Last column: Mulliken charge in e.
Cartesian coordinates (Å):
C  2.82203  -2.41972  0.06961  -0.4508
C  2.69968  -3.93617  -0.59513  -0.0092
O  3.32716  -3.97510  -1.92499  -0.5559
C  1.12086  -4.48716  -0.59331  -0.3160
N  0.31503  -3.99802  -1.77610  -0.3036
C  -1.03403  -4.67540  -1.89184  -0.5627
C  -2.24119  -3.88879  -1.04239  -0.3646
O  -1.83079  -3.51009  0.31764  -0.6156
B  -1.73307  -2.04963  0.49564  1.1574
O  -2.80469  -1.31116  1.20184  -0.7790
C  -2.22073  0.07038  1.25546  0.1376
C  -1.84489  0.15916  -0.37180  0.4539
F  -3.22410  0.18943  -0.98796  -0.4358
C  -0.95482  1.43949  -0.87896  -0.2784
C  0.59252  1.31736  -0.33221  0.4749
O  0.86149  1.63415  0.93838  -0.5899
Br  1.96853  0.63916  -1.66493  -0.1887
O  -1.22900  -1.19146  -0.59361  -0.2696
H  3.27443  -2.50947  1.16942  0.1674
H  1.79263  -1.87417  0.19273  -0.1068
H  3.55496  -1.71009  -0.53500  0.2238
H  3.29255  -4.65677  0.14883  0.2849
H  2.98550  -3.18598  -2.44251  0.3176
H  1.18678  -5.67051  -0.56411  0.3729
H  0.69203  -4.16167  0.45956  0.1595
H  0.24581  -2.95798  -1.82455  0.1836
H  -0.87882  -5.79247  -1.50805  0.2861
H  -1.39474  -4.75534  -3.02698  0.2568
H  -3.09128  -4.71678  -0.91121  0.2196
H  -2.72768  -3.03288  -1.67468  0.2145
H  -0.83658  -1.97024  1.28806  -0.4746
H  -2.88716  0.93031  1.69365  0.2623
H  -1.22434  0.13045  1.89986  -0.4595
H  -0.89598  1.47779  -2.06869  0.3117
H  -1.49148  2.44719  -0.56345  0.2226
C  -1.60457  6.29829  -3.02703  -0.3529
C  -1.81569  5.69840  -1.67479  -0.3550
O  -2.01500  4.32589  -1.95517  -0.2086
C  -1.42050  4.07619  -3.15845  0.6453
O  -1.25280  2.96212  -3.62579  -0.5402
O  -1.03753  5.23523  -3.76954  -0.3067
H  -0.92796  7.15687  -3.00068  0.3006
H  -2.54396  6.59967  -3.50220  0.2609
H  -0.93755  5.80363  -1.02896  0.2773
H  -2.68542  6.12021  -1.16361  0.2977
C  -0.99387  2.06069  5.55585  -0.2016
C  -1.23072  2.60680  4.18521  0.5000
O  -2.56388  3.07677  4.24804  -0.2880
C  -2.83619  3.32349  5.56281  0.6063
O  -3.83524  3.89722  5.96335  -0.5875
O  -1.84465  2.84553  6.37020  -0.3608
H  0.04806  2.16412  5.87101  0.3403
H  -1.29010  1.01022  5.64450  0.2592
H  -0.56986  3.44786  3.95028  0.1529
H  -1.12452  1.84381  3.40918  -0.3390
C  3.06972  2.00579  -6.86885  -0.2799
C  2.47613  1.52820  -5.58334  -0.2467
O  2.95267  0.20003  -5.47846  -0.2475
C  4.09264  0.12717  -6.22598  0.6256
O  4.85708  -0.82326  -6.22537  -0.5575
O  4.26583  1.25652  -6.97302  -0.3224
H  3.28385  3.07799  -6.85569  0.2824
H  2.43490  1.78003  -7.73205  0.2577
H  2.83187  2.10083  -4.72030  0.2201
H  1.38294  1.54818  -5.59699  0.2653
C  -0.32012  -2.14586  5.98156  -0.3951
C  0.86467  -2.99101  5.64245  -0.4294
O  1.35264  -2.40424  4.45094  -0.3188
C  0.92043  -1.10935  4.44027  0.5363
O  1.29652  -0.26427  3.64524  -0.5096
O  0.01375  -0.88360  5.43548  -0.1375
H  -0.48304  -2.07076  7.06019  0.3038
H  -1.23936  -2.50445  5.50670  0.3150
H  1.64669  -2.94094  6.40745  0.2672
H  0.59547  -4.03788  5.47735  0.3245

Force components x, y, z for each atom (eV/Å):
0.3 0.1 0.7
-0.6 0.5 0.9
-1.0 1.1 0.9
1.0 0.2 1.0
-0.1 -0.9 0.7
-0.5 0.2 0.3
-0.8 -2.0 0.1
-1.2 0.7 -3.5
1.5 -0.5 2.5
0.3 2.8 0.4
0.5 -0.9 -1.1
-0.1 -2.1 1.8
2.9 0.5 0.4
0.1 -0.6 -1.6
-1.0 1.9 7.1
-1.1 -2.1 -8.7
-1.2 0.8 1.3
-2.0 4.5 -1.4
-1.0 0.2 -2.4
1.8 -1.2 -0.4
-1.5 -1.7 1.1
-1.1 1.4 -2.0
0.4 -1.5 1.0
-0.3 2.4 -0.5
0.6 -0.5 -2.0
-0.2 -1.2 0.5
-0.5 2.5 -0.7
0.9 0.3 2.3
1.5 1.6 -0.4
1.2 -1.3 1.2
1.2 -0.3 1.0
0.6 -1.9 -1.3
-1.7 -0.6 -1.5
-0.2 -0.4 2.7
1.5 -2.3 -0.2
-0.1 1.1 -0.3
-0.2 0.5 1.0
0.3 -0.3 -1.0
0.3 -2.5 -0.9
-0.3 2.7 0.8
-0.1 -0.8 0.3
0.0 -0.2 -0.1
0.1 0.0 0.0
-0.1 0.0 -0.1
0.1 -0.3 0.0
0.8 -0.9 0.2
0.8 -0.3 -1.0
-0.6 0.3 1.1
-1.8 1.0 0.6
2.0 -1.1 -0.8
-1.0 0.7 -0.3
-0.2 0.0 0.1
0.1 0.3 -0.1
0.0 -0.1 0.0
-0.1 0.2 0.1
-0.3 0.8 -0.6
-0.9 0.5 0.7
0.9 -0.3 -0.6
1.5 -2.2 0.2
-1.7 2.2 -0.1
0.2 -0.7 0.4
0.1 -0.2 -0.1
0.0 0.0 0.1
0.0 -0.1 -0.1
0.2 -0.2 0.1
-1.0 -0.3 0.6
0.3 -0.9 0.3
-0.3 0.9 -0.1
1.0 1.7 -2.2
-0.9 -1.8 2.1
0.6 0.0 -0.5
0.0 0.2 -0.2
0.1 0.0 0.0
0.0 0.0 0.0
0.1 0.2 -0.1

Calculated values
Gap between HOMO and LUMO in eV: 6.264
Molecular weight in g/mol: 681.20
Energy in eV: -132044.1117
Net charge: -1
E_LUMO in Ha: 0.0664


[2]
Density functional theory data (ωB97M-V/def2-TZVPD) for C3H3F2NO in the gas phase in a non-equilibrium geometry.

Last column: Mulliken charge in e.
Cartesian coordinates (Å):
C  1.92281  0.16454  -0.68507  0.2439
C  0.16373  0.12393  0.53781  -0.6078
C  0.55277  -0.55181  -0.82329  0.4103
N  1.51065  0.75456  0.39573  0.2951
O  2.85583  0.27067  -1.40650  -0.5604
F  0.65381  -1.92041  -0.83979  -0.2816
F  2.01024  1.64882  1.41586  -0.2307
H  -0.73712  0.83879  0.58863  0.2227
H  0.08063  -0.44019  1.43472  0.2727
H  0.09508  -0.43710  -1.77138  0.2358

Force components x, y, z for each atom (eV/Å):
1.2 -0.3 -3.0
-0.8 1.9 -0.7
0.5 -0.8 1.1
-2.9 1.8 4.9
1.1 -0.3 -0.5
0.4 -0.5 1.0
-0.3 -1.4 -2.1
1.6 -0.7 -0.6
0.2 -1.2 0.4
-1.0 1.6 -0.5

Calculated values
SMILES: O=C1[C@@H](F)CN1F
Gap between HOMO and LUMO in eV: 11.204
Relative energy (zero: lowest compared OMol25 entry of this formula, charge and spin) in kcal/mol: 72.6
Molecular weight in g/mol: 107.06
Energy in eV: -12128.4342
E_LUMO in Ha: 0.0219


[3]
Density functional theory data (ωB97M-V/def2-TZVPD) for a molecular structure, C37H48Br2N6O9S3SiSr in a non-equilibrium geometry.

Last column: Mulliken charge in e.
Cartesian coordinates (Å):
Sr  1.20290  -0.15579  0.32843  1.5874
C  -3.19007  -4.44828  1.81312  -0.2300
S  -2.30392  -3.42572  3.01780  -0.2638
C  -1.53520  -2.27170  1.91776  -0.2573
S  -0.13672  -2.84593  0.99492  -0.2407
N  -1.98248  -1.05854  1.93496  -0.9478
N  -1.45367  -0.09524  1.20320  0.9676
C  -2.07297  1.07998  1.49692  -0.9054
C  -1.79446  2.27895  0.92457  0.7434
C  -2.43296  3.50224  1.33219  -0.9505
C  -2.00390  4.70004  0.89850  -0.5893
C  -0.89825  4.74856  -0.03945  -0.6897
C  -0.39082  3.62227  -0.54814  -0.4333
N  -0.80952  2.35967  -0.10557  0.1392
H  -3.64160  -5.28186  2.35325  0.3865
H  -2.49032  -4.83397  1.07441  -0.5537
H  -3.96584  -3.86170  1.32047  0.3557
H  -2.85066  1.05232  2.25710  0.1732
H  -3.25564  3.41882  2.03358  0.3657
H  -2.46707  5.61872  1.23385  0.3701
H  -0.46611  5.69475  -0.33624  0.4298
H  0.42039  3.60560  -1.26406  0.1548
O  -2.83538  2.79076  -1.87756  -0.6407
C  -2.11580  1.83957  -2.03206  0.2445
O  -1.12265  1.46250  -1.22241  0.8853
C  -2.25516  0.91944  -3.22125  0.4623
C  -3.39228  1.10110  -4.04595  -0.8289
C  -3.53436  0.30905  -5.14253  -0.8755
C  -2.54559  -0.66068  -5.43113  1.0609
C  -2.60040  -1.51239  -6.55923  -0.8740
C  -1.60101  -2.41373  -6.78942  -0.7550
C  -0.50796  -2.51314  -5.89914  -0.5097
C  -0.43103  -1.70892  -4.79870  -0.0274
C  -1.44970  -0.75904  -4.54214  -0.7561
N  -1.32471  0.03512  -3.44821  0.3671
H  -4.10476  1.87042  -3.78545  0.5379
H  -4.38453  0.41936  -5.80647  0.3941
H  -3.44395  -1.43450  -7.23610  0.3646
H  -1.64579  -3.05891  -7.65822  0.4006
H  0.26936  -3.24015  -6.09551  0.5837
H  0.38756  -1.76854  -4.09137  0.7820
Br  1.68053  0.41546  3.10779  -0.8581
C  2.69630  2.27039  0.38978  -0.9460
Br  3.33368  3.50922  -1.09394  -0.4813
H  3.63475  2.03622  0.90178  0.3717
H  2.14693  2.95419  1.04396  0.4311
C  1.38559  1.90685  -3.61337  -0.6950
C  2.29945  0.82259  -3.17447  -0.6858
N  2.16890  0.06357  -2.10646  0.6772
C  3.23327  -0.80372  -2.12256  0.0322
C  4.01336  -0.56853  -3.22109  0.1177
N  3.40138  0.46765  -3.87392  0.1744
C  5.22674  -1.18266  -3.79298  0.4934
O  5.70645  -2.21305  -3.14396  -0.6250
O  5.70825  -0.73949  -4.82160  -0.7221
C  3.42797  -1.83232  -1.05204  0.7818
O  4.31554  -2.70734  -1.25921  -0.8488
O  2.68707  -1.76794  -0.05051  -0.9640
H  0.49597  1.87817  -2.99425  -0.5167
H  1.10017  1.77124  -4.65978  0.4575
H  1.87206  2.87441  -3.49022  0.4109
H  3.78367  0.89666  -4.70031  0.2255
H  5.10729  -2.41590  -2.31600  0.4400
C  1.75630  -6.01470  1.06887  -1.4231
C  0.49522  -6.79635  0.72153  1.9776
C  -0.25808  -7.15227  1.99668  -1.7852
C  0.83958  -8.05846  -0.06562  -1.5700
O  -0.41437  -6.01385  -0.07075  0.8038
Si  -0.26291  -5.07677  -1.39481  -2.3438
S  -0.91494  -3.08811  -0.95195  0.3362
O  -1.23518  -5.61616  -2.59178  0.3302
C  -2.55672  -6.14868  -2.62971  1.8437
C  -3.38620  -5.70353  -1.42997  -1.3596
C  -2.42776  -7.66981  -2.64620  -1.6459
C  -3.18941  -5.64472  -3.91943  -1.8389
O  1.25578  -5.09547  -1.93450  1.4495
C  2.06010  -5.45981  -3.05925  1.7206
C  3.42028  -5.85565  -2.49785  -1.6956
C  1.42901  -6.61850  -3.82607  -1.5755
C  2.20240  -4.24442  -3.96176  -0.7220
H  2.41514  -6.63960  1.67559  0.4974
H  1.50157  -5.12141  1.63616  0.3030
H  2.29082  -5.70521  0.17157  0.1593
H  0.33586  -7.84126  2.60141  0.4071
H  -1.21079  -7.62720  1.75230  0.3189
H  -0.45168  -6.25251  2.58067  0.2602
H  1.59191  -8.64684  0.46293  0.4856
H  1.23734  -7.78716  -1.04458  0.1327
H  -0.05152  -8.67424  -0.20937  0.3072
H  -2.95674  -6.08534  -0.50231  0.1196
H  -4.40563  -6.08184  -1.52967  0.5850
H  -3.41839  -4.61514  -1.36713  0.2700
H  -1.91638  -8.00040  -1.74035  0.1116
H  -1.84133  -7.98638  -3.51088  0.3293
H  -3.41158  -8.14201  -2.69048  0.4584
H  -3.26725  -4.55742  -3.89452  0.3618
H  -4.18780  -6.06921  -4.04676  0.4070
H  -2.57193  -5.92316  -4.77535  0.3118
H  3.32450  -6.72256  -1.83984  0.3377
H  3.83490  -5.02062  -1.93122  0.2753
H  4.10637  -6.10220  -3.31068  0.3901
H  1.24905  -7.46827  -3.16342  0.3276
H  2.10161  -6.93384  -4.62599  0.5151
H  0.47346  -6.31858  -4.25628  0.1037
H  2.66941  -3.43004  -3.41468  -0.0778
H  1.22112  -3.92290  -4.30983  -0.5295
H  2.82706  -4.48289  -4.82548  0.6314

Force components x, y, z for each atom (eV/Å):
-1.5 2.5 0.5
0.1 0.1 0.1
0.0 0.0 -0.1
0.1 -0.3 0.0
-0.2 0.2 0.2
-0.1 0.2 0.0
0.0 -0.4 0.0
0.1 0.1 0.1
-0.1 0.0 -0.1
0.0 0.0 0.0
0.0 0.0 0.0
-0.1 0.0 0.0
0.0 0.1 -0.2
0.1 -0.3 0.5
0.0 0.0 0.0
0.0 0.0 0.1
0.0 0.0 0.0
0.0 0.0 0.0
0.0 0.0 0.0
0.0 0.0 0.0
0.0 0.0 0.0
0.1 0.0 0.1
0.0 0.0 0.0
-0.1 0.1 0.2
0.1 0.1 -0.5
0.0 -0.1 0.0
-0.1 0.0 0.0
0.0 0.0 0.0
0.0 0.0 0.1
0.0 0.0 0.0
-0.1 0.0 0.0
0.0 0.0 0.0
0.0 0.0 0.0
0.0 0.0 -0.1
0.0 0.0 0.1
0.0 0.0 0.0
0.0 0.0 0.0
0.0 0.0 0.0
0.0 0.0 0.0
0.0 0.0 0.0
0.0 0.0 0.0
0.0 -0.1 0.6
-0.4 -0.6 0.0
0.2 0.2 -0.2
0.1 0.2 0.0
0.1 0.1 0.0
0.0 0.0 0.0
0.0 0.0 0.0
0.1 -0.1 -0.4
0.0 -0.1 0.1
0.0 0.1 -0.1
0.0 0.0 0.0
0.2 -0.3 0.0
0.5 0.5 -1.0
0.0 0.1 -0.1
0.0 -0.2 0.1
-0.4 0.0 0.5
1.4 -1.4 -0.7
0.0 0.0 0.0
0.0 0.0 0.0
0.0 0.0 0.0
0.0 0.0 0.0
-0.1 -0.3 0.4
0.0 0.1 -0.1
0.0 -0.1 0.0
0.0 0.0 0.0
0.0 0.0 0.0
-0.1 0.0 0.1
0.0 0.1 0.2
0.0 -0.1 -0.2
0.0 0.1 -0.2
-0.1 -0.1 0.1
0.1 0.0 0.0
0.0 0.0 0.0
0.0 0.0 0.0
0.1 0.0 0.0
0.1 -0.1 0.0
0.0 0.1 0.0
-0.1 0.0 0.0
0.0 0.0 0.0
0.0 0.0 0.0
0.0 0.0 0.0
0.0 0.0 0.0
0.0 0.0 0.0
0.0 0.0 0.0
-0.1 0.1 0.0
0.0 0.0 0.0
0.0 0.0 0.0
0.0 0.0 0.0
0.0 0.0 -0.1
0.0 0.0 0.0
0.0 0.0 0.0
0.0 0.0 0.0
0.0 0.0 0.0
0.0 0.0 0.0
0.0 0.0 0.0
0.0 0.0 0.0
0.0 0.0 0.0
0.0 0.0 0.0
0.0 0.0 0.0
0.0 0.0 0.0
0.0 0.0 0.0
0.0 0.0 0.0
0.0 0.0 0.0
0.1 0.1 0.1
0.0 0.0 0.0
0.0 0.0 0.0

Calculated values
Gap between HOMO and LUMO in eV: 4.729
Molecular weight in g/mol: 1092.54
Energy in eV: -247830.4783
Net charge: -2
E_LUMO in Ha: 0.1235


[4]
Density functional theory data (ωB97M-V/def2-TZVPD) for CH4INO in the gas phase in a non-equilibrium geometry.

Last column: Mulliken charge in e.
Cartesian coordinates (Å):
C  -0.49458  0.20116  -0.38347  -0.1353
N  0.98121  0.98368  0.19565  -0.5378
O  -1.31754  -1.10978  0.10826  -0.5027
I  2.71007  -0.06353  -0.25280  0.1363
H  -0.95810  -1.38609  0.96571  0.2762
H  -1.38018  0.90165  -0.44232  0.2480
H  -0.32365  -0.28860  -1.40532  0.2045
H  0.78277  0.76151  1.21428  0.3109

Force components x, y, z for each atom (eV/Å):
-0.5 -1.8 -1.8
-4.4 -2.7 0.7
2.5 2.4 0.6
-0.4 -0.1 0.0
-0.2 0.0 -0.2
1.8 -0.1 0.4
0.5 1.6 1.3
0.8 0.6 -1.2

Calculated values
SMILES: OCNI
Gap between HOMO and LUMO in eV: 9.019
Relative energy (zero: lowest compared OMol25 entry of this formula, charge and spin) in kcal/mol: 31.0
Molecular weight in g/mol: 172.95
Energy in eV: -12736.7595
E_LUMO in Ha: -0.0167


Question: What is the formula in the fourth record?
Answer: CH4INO


Question: What is the energy in the third record?
Answer: -247830.4783 eV


Question: Look up the E_LUMO of the first one.
Answer: 0.0664 Ha